*one*
A cluster of 2 separate species, C2H8NOS in total, computed with ωB97M-V/def2-TZVPD.

The total charge is -1. The HOMO energy comes out at -2.7 eV. The HOMO-LUMO gap comes out at 6.98 eV.

Last column: natural (NBO) charge in e.
Atoms and positions in Å:
1 C -1.61207 -1.30922 1.25226  -0.733
2 S 0.17178 -1.40206 1.50788  -0.663
3 H -1.84755 -2.06559 0.56582  0.181
4 H -2.02028 -0.36686 1.02082  0.177
5 H -2.21014 -1.51090 2.21180  0.163
6 N 1.19935 0.08676 -1.55671  -0.900
7 C 0.96638 1.52490 -0.88942  0.108
8 O 0.88154 1.51356 0.52276  -0.808
9 H 0.34466 -0.30436 -1.80570  0.344
10 H 1.60226 -0.60068 -0.94518  0.373
11 H -0.06982 1.75357 -1.33920  0.124
12 H 1.78195 2.19553 -1.25379  0.142
13 H 0.81195 0.48534 0.70866  0.493


*two*
A cluster of 2 separate species, C2H8NOS in total, computed with ωB97M-V/def2-TZVPD.

The total charge is -1. The HOMO energy comes out at -3.2 eV. The HOMO-LUMO gap comes out at 7.34 eV.

Last column: natural (NBO) charge in e.
Atoms and positions in Å:
1 C -1.10602 0.32701 -0.34462  -0.068
2 O -1.13165 1.44045 0.53142  -0.790
3 C -0.52617 -0.96375 0.28087  -0.248
4 N 0.38862 -1.66968 -0.59596  -0.872
5 H -2.15283 0.17586 -0.64058  0.150
6 H -0.49568 0.53500 -1.22811  0.173
7 H -0.01960 -0.55184 1.16373  0.184
8 H -1.30417 -1.66229 0.62477  0.160
9 H 1.15669 -1.04853 -0.82772  0.388
10 H 0.64995 -2.57403 -0.24846  0.349
11 S 2.04009 1.53373 0.37531  -1.039
12 H -0.19339 1.77012 0.64343  0.509
13 H 2.69416 2.68795 0.26590  0.102


Decreasing stability: *two*, *one*


*one*
A cluster of 4 separate species, C5H17NO5 in total, computed with ωB97M-V/def2-TZVPD.

The HOMO energy comes out at -9.8 eV. The HOMO-LUMO gap comes out at 10.21 eV. As for the structure (SMILES): CCCCNC(=O)O.O.O.O.

Last column: natural (NBO) charge in e.
Atoms and positions in Å:
1 C -1.17005 -2.56232 0.84234  -0.600
2 C -0.39799 -1.50370 0.09963  -0.454
3 C -1.21345 -0.41257 -0.24884  -0.425
4 C -1.28266 0.79841 0.76045  -0.234
5 N -0.02060 1.53842 0.79864  -0.603
6 C 0.10317 2.46200 -0.16434  0.862
7 O 1.21076 2.95220 -0.44065  -0.640
8 O -1.01030 3.06569 -0.68649  -0.733
9 H -2.08694 -2.71430 0.23515  0.171
10 H -1.58442 -2.15932 1.76977  0.207
11 H -0.69895 -3.55865 1.21448  0.229
12 H 0.50553 -1.25140 0.60964  0.231
13 H 0.09839 -2.00382 -0.84493  0.206
14 H -2.28395 -0.61599 -0.43560  0.205
15 H -0.93645 0.11718 -1.24011  0.214
16 H -2.18438 1.50867 0.31640  0.245
17 H -1.28404 0.41772 1.80322  0.203
18 H 0.68734 1.04081 1.06577  0.398
19 H -1.14493 3.92946 -0.22044  0.509
20 O -2.77019 -3.71500 -1.76104  -0.909
21 H -3.41363 -3.17075 -1.33890  0.453
22 H -2.05109 -3.29180 -1.28345  0.458
23 O 2.64018 -0.67390 1.91269  -0.985
24 H 2.72936 -1.65676 2.07115  0.472
25 H 2.89862 -0.50434 0.95244  0.504
26 O 3.35363 -0.29675 -0.94173  -0.941
27 H 3.20198 0.49435 -1.31468  0.480
28 H 4.06492 -0.69889 -1.34802  0.476


*two*
A cluster of 4 separate species, C5H17NO5 in total, computed with ωB97M-V/def2-TZVPD.

The HOMO energy comes out at -9.9 eV. The HOMO-LUMO gap comes out at 9.94 eV. As for the structure (SMILES): N[C@H](C=O)CCCO.O.O.O.

Last column: natural (NBO) charge in e.
Atoms and positions in Å:
1 N -2.29889 -1.89745 0.73155  -0.847
2 C -1.76653 -1.05379 -0.35333  -0.162
3 C -0.70672 -1.83235 -1.17323  0.453
4 O 0.29021 -2.26427 -0.62710  -0.551
5 C -1.27167 0.19565 0.32525  -0.405
6 C -1.13525 1.41641 -0.62764  -0.450
7 C 0.26114 2.04055 -0.81401  -0.056
8 O 0.74965 2.13280 -2.13866  -0.730
9 H -3.27848 -2.12708 0.68502  0.378
10 H -1.76156 -2.74976 0.88239  0.373
11 H -2.52252 -0.74025 -1.09752  0.196
12 H -0.92051 -2.02902 -2.22168  0.131
13 H -1.89254 0.46675 1.20985  0.232
14 H -0.23505 0.12448 0.70085  0.190
15 H -1.30420 1.17133 -1.70023  0.215
16 H -1.83675 2.14484 -0.20977  0.218
17 H 0.97373 1.59127 -0.14345  0.145
18 H 0.08986 3.09431 -0.62683  0.189
19 H 1.21989 1.36217 -2.47181  0.477
20 O 1.68164 -1.24843 1.95818  -0.952
21 H 0.73769 -1.19647 1.72994  0.481
22 H 1.69446 -2.03253 2.51925  0.481
23 O 2.65173 -0.73081 -0.62150  -0.989
24 H 2.62843 -0.83044 0.35432  0.501
25 H 2.00550 -1.33402 -1.00511  0.478
26 O 2.15979 2.42933 1.73326  -0.930
27 H 2.11016 2.17412 0.81161  0.466
28 H 1.67678 1.72262 2.19040  0.467


Decreasing stability: *two*, *one*


*one*
An isolated molecule of CH5O3P, computed with ωB97M-V/def2-TZVPD.

The HOMO energy comes out at -10.9 eV. The HOMO-LUMO gap comes out at 11.66 eV. As for the structure (SMILES): COO[PH2]=O.

Last column: natural (NBO) charge in e.
Atoms and positions in Å:
1 C 1.55425 -0.46715 0.24006  -0.280
2 O 0.71166 0.41394 -0.43002  -0.302
3 O -0.43780 -0.11181 -1.09641  -0.518
4 P -1.64323 0.37647 -0.10968  1.768
5 O -2.93862 -0.12913 -0.54458  -1.046
6 H 2.50089 0.13006 0.33327  0.219
7 H 1.55963 -1.39970 -0.43136  0.203
8 H 1.27297 -0.79977 1.31683  0.169
9 H -1.09177 0.26076 1.19782  -0.093
10 H -1.48798 1.72634 -0.47593  -0.120


*two*
A cluster of 2 separate species, CH5O3P in total, computed with ωB97M-V/def2-TZVPD.

The HOMO energy (alpha / beta) comes out at -7.7 / -7.6 eV. The HOMO-LUMO gap (alpha / beta) comes out at 8.22 / 7.34 eV.

Last column: natural (NBO) charge in e.
Atoms and positions in Å:
1 C -0.93337 0.62705 0.30588  -0.045
2 O 0.32816 1.03418 0.05949  -0.669
3 O 0.04618 -0.24390 -2.42673  -0.469
4 O 0.83778 -1.08431 -1.60337  -0.538
5 P -0.04275 -2.06739 -0.55213  0.515
6 H -1.19804 0.65746 1.29403  0.145
7 H -1.79270 1.00876 -0.24132  0.150
8 H 0.47129 1.29379 -0.85182  0.496
9 H 0.00094 -0.72238 -3.31735  0.474
10 H 1.25804 -2.34207 0.19379  -0.059


Decreasing stability: *one*, *two*


*one*
A cluster of 5 separate species, C26H49N5O6 in total, computed with ωB97M-V/def2-TZVPD.

The HOMO energy comes out at -8.9 eV. The HOMO-LUMO gap comes out at 7.05 eV. As for the structure (SMILES): C#Cc1ccc2c(c1)C(=O)NC2=O.COC[C@@H](C)N.COC[C@@H](C)N.COC[C@@H](C)N.COC[C@@H](C)N.

Last column: Löwdin charge in e.
Atoms and positions in Å:
1 C 1.53312 -2.85921 -3.55932  0.056
2 C 0.24022 -2.42757 -3.98374  -0.073
3 C -1.29739 -1.77002 -3.99538  -0.133
4 C -1.49390 -0.17185 -4.44562  0.001
5 C -3.05289 0.42319 -4.39823  0.029
6 C -4.25081 -0.57821 -3.90144  -0.014
7 C -4.04936 -2.14646 -3.47175  -0.012
8 C -2.52938 -2.75377 -3.51919  0.053
9 C -5.50518 -2.79280 -3.09318  -0.240
10 O -5.70043 -3.97461 -2.50360  -0.009
11 N -6.52860 -1.76233 -3.61652  0.097
12 C -5.86353 -0.37419 -3.69349  -0.231
13 O -6.44274 0.84688 -3.57818  -0.034
14 H 2.56539 -3.14192 -3.03024  0.079
15 H -0.57565 0.51014 -4.78626  0.118
16 H -3.28991 1.53574 -4.67221  0.109
17 H -2.34987 -3.86818 -3.20856  0.115
18 H -7.15520 -1.68587 -2.76914  0.145
19 C 0.21917 2.34285 1.10164  -0.114
20 O -0.75333 1.72986 0.26984  -0.206
21 C -1.58845 2.64910 -0.44023  -0.191
22 C -0.95059 3.22900 -1.72365  -0.421
23 C 0.09571 4.30900 -1.45079  -0.073
24 N -0.34245 2.17469 -2.54780  0.048
25 H -0.14520 3.27266 1.54908  0.087
26 H 1.13427 2.52332 0.53479  0.071
27 H 0.46588 1.64434 1.90745  0.082
28 H -2.47425 2.07336 -0.73673  0.120
29 H -1.94592 3.44274 0.22660  0.118
30 H -1.75263 3.69923 -2.30478  0.132
31 H 1.04855 3.89776 -1.10720  0.055
32 H 0.30599 4.87321 -2.36636  0.076
33 H -0.26113 5.01965 -0.69796  0.079
34 H -1.06888 1.50783 -2.81143  0.015
35 H 0.27477 1.63050 -1.93865  0.073
36 C 0.20007 0.40483 6.83559  -0.110
37 O 0.01582 0.33133 5.43058  -0.196
38 C -1.33924 0.12310 5.02180  -0.192
39 C -2.20329 1.40504 5.00274  -0.421
40 C -2.63855 1.86831 6.39253  -0.076
41 N -1.51144 2.51208 4.32714  0.047
42 H -0.48288 -0.25607 7.37808  0.091
43 H 0.08420 1.43621 7.17337  0.073
44 H 1.22732 0.10058 7.05986  0.087
45 H -1.28150 -0.25761 3.99430  0.093
46 H -1.80661 -0.66950 5.61816  0.120
47 H -3.11637 1.17669 4.44040  0.136
48 H -1.83481 2.36235 6.94480  0.063
49 H -3.45822 2.59113 6.31188  0.077
50 H -2.99754 1.02549 6.99245  0.077
51 H -1.31201 2.23303 3.36575  0.045
52 H -0.58344 2.59497 4.75153  0.075
53 C 2.00007 -3.49517 2.38751  -0.108
54 O 1.81582 -3.56867 0.98250  -0.200
55 C 0.46076 -3.77690 0.57373  -0.195
56 C -0.40329 -2.49496 0.55466  -0.417
57 C -0.83855 -2.03169 1.94445  -0.078
58 N 0.28856 -1.38792 -0.12094  0.065
59 H 1.31712 -4.15607 2.93000  0.090
60 H 1.88420 -2.46379 2.72530  0.074
61 H 3.02732 -3.79942 2.61178  0.087
62 H 0.51850 -4.15761 -0.45378  0.114
63 H -0.00661 -4.56950 1.17009  0.117
64 H -1.31637 -2.72331 -0.00768  0.131
65 H -0.03481 -1.53765 2.49673  0.059
66 H -1.65822 -1.30887 1.86380  0.076
67 H -1.19754 -2.87451 2.54438  0.082
68 H 0.48799 -1.66697 -1.08233  0.040
69 H 1.21656 -1.30503 0.30345  0.055
70 C 5.19412 -0.73446 -4.00844  -0.111
71 O 5.35614 -1.09194 -2.64485  -0.202
72 C 5.67149 0.00296 -1.77977  -0.195
73 C 4.44955 0.84524 -1.34647  -0.423
74 C 3.93902 1.78592 -2.43737  -0.067
75 N 3.33989 -0.00645 -0.89494  0.046
76 H 5.86597 0.07616 -4.30682  0.091
77 H 4.15510 -0.46157 -4.20143  0.069
78 H 5.42024 -1.61407 -4.61939  0.088
79 H 6.10366 -0.44926 -0.87824  0.121
80 H 6.45803 0.62895 -2.21771  0.118
81 H 4.76554 1.47239 -0.50449  0.135
82 H 3.36571 1.26643 -3.20973  0.065
83 H 3.27482 2.54278 -2.00514  0.065
84 H 4.76857 2.31090 -2.92252  0.079
85 H 3.65819 -0.56139 -0.09955  0.076
86 H 3.17548 -0.70454 -1.62556  0.059


*two*
A cluster of 10 separate species, C26H49N5O6 in total, computed with ωB97M-V/def2-TZVPD.

The HOMO energy comes out at -9.3 eV. The HOMO-LUMO gap comes out at 9.51 eV. As for the structure (SMILES): CN(C)C=O.CC(C)=O.CC(C)=O.CC(C)=O.CC(C)=O.CC(C)=O.CC#N.CC#N.CC#N.CC#N.

Last column: Löwdin charge in e.
Atoms and positions in Å:
1 C -11.45215 21.35549 -8.24171  -0.072
2 N -12.76909 21.93167 -8.32369  -0.192
3 C -13.89825 21.10673 -8.75900  -0.040
4 C -13.01267 23.22326 -7.94692  -0.353
5 O -14.11147 23.69743 -7.82653  0.032
6 H -10.98700 21.29660 -9.23205  0.071
7 H -11.53210 20.33308 -7.86218  0.079
8 H -10.81361 21.88617 -7.54135  0.089
9 H -14.57827 21.03664 -7.90311  0.096
10 H -14.43650 21.60743 -9.55605  0.072
11 H -13.55346 20.11303 -9.02391  0.084
12 H -12.07320 23.78023 -7.77828  0.135
13 C -13.90200 19.82562 -13.98271  -0.014
14 C -12.82122 20.62928 -13.30849  -0.513
15 C -13.29127 21.66879 -12.32572  -0.015
16 O -11.66114 20.47972 -13.58046  0.060
17 H -14.79739 19.74761 -13.36775  0.080
18 H -13.54829 18.84462 -14.27537  0.074
19 H -14.17639 20.39649 -14.87820  0.097
20 H -14.00148 22.34778 -12.79546  0.094
21 H -12.44188 22.18725 -11.88635  0.085
22 H -13.79856 21.14912 -11.51072  0.058
23 C -8.55341 17.34576 -11.79743  -0.012
24 C -9.30427 17.79739 -10.56814  -0.486
25 C -10.54869 18.62371 -10.76767  -0.009
26 O -8.87890 17.55865 -9.46674  0.042
27 H -8.68289 16.29662 -12.05930  0.092
28 H -7.51359 17.65036 -11.71164  0.035
29 H -8.91952 17.90434 -12.66687  0.046
30 H -10.38361 19.46268 -11.44388  0.074
31 H -10.92932 18.97169 -9.80858  0.053
32 H -11.29722 17.93396 -11.17450  0.091
33 C -8.38012 12.89927 -7.04321  -0.033
34 C -8.22511 13.08458 -8.52435  -0.511
35 C -7.77177 14.42623 -9.03069  -0.021
36 O -8.54403 12.19309 -9.27372  0.056
37 H -7.81588 12.02685 -6.71448  0.086
38 H -9.44074 12.77629 -6.83843  0.059
39 H -8.02403 13.75108 -6.45793  0.074
40 H -6.85554 14.73976 -8.52558  0.089
41 H -8.55791 15.15710 -8.81464  0.059
42 H -7.62740 14.42437 -10.10690  0.080
43 C -11.17968 13.46127 -10.58477  -0.022
44 C -12.47110 14.09238 -11.02817  -0.503
45 C -13.71636 13.27343 -10.83314  -0.025
46 O -12.51955 15.22847 -11.43989  0.048
47 H -11.01280 12.49928 -11.07031  0.094
48 H -11.21194 13.27452 -9.50867  0.075
49 H -10.34468 14.12912 -10.78547  0.070
50 H -13.68395 12.38696 -11.47665  0.088
51 H -14.62192 13.83837 -11.03271  0.079
52 H -13.74725 12.87746 -9.81507  0.087
53 C -9.04733 18.02973 -15.56917  -0.031
54 C -9.63609 16.66878 -15.80043  -0.506
55 C -11.13367 16.58049 -15.59411  -0.020
56 O -8.97831 15.73254 -16.17806  0.073
57 H -9.60575 18.48849 -14.74477  0.060
58 H -9.22001 18.67390 -16.43259  0.095
59 H -7.99977 18.03635 -15.28433  0.064
60 H -11.54191 15.63681 -15.94137  0.081
61 H -11.63264 17.42460 -16.07092  0.081
62 H -11.32856 16.65829 -14.51488  0.083
63 C -7.50939 20.91080 -9.78008  -0.073
64 C -7.29061 20.77416 -8.35072  -0.287
65 N -7.11085 20.62065 -7.21916  0.125
66 H -7.03298 21.76303 -10.25002  0.084
67 H -8.57089 20.77052 -9.96515  0.062
68 H -7.01481 20.05471 -10.26596  0.059
69 C -10.27698 16.83239 -6.67496  -0.068
70 C -10.85598 15.50872 -6.75061  -0.266
71 N -11.34996 14.47165 -6.79029  0.147
72 H -10.44833 17.22570 -5.66652  0.090
73 H -10.73182 17.55626 -7.34520  0.066
74 H -9.20571 16.82191 -6.85588  0.076
75 C -4.09249 18.73368 -10.06925  -0.056
76 C -4.68613 17.76983 -10.98764  -0.275
77 N -5.17097 16.97510 -11.65416  0.157
78 H -3.93449 19.69730 -10.54272  0.080
79 H -3.12802 18.33493 -9.74803  0.088
80 H -4.72763 18.83399 -9.19122  0.080
81 C -5.14200 19.50446 -14.37955  -0.054
82 C -6.36125 19.96909 -13.71450  -0.262
83 N -7.33705 20.20830 -13.15664  0.161
84 H -4.63325 18.81001 -13.70798  0.060
85 H -4.46673 20.33377 -14.57308  0.082
86 H -5.40262 18.96079 -15.28305  0.084


Decreasing stability: *two*, *one*